Entry 1:
Density functional theory data (ωB97M-V/def2-TZVPD) for a gas-phase ion, C2H9N6 (charge +1) in a non-equilibrium geometry.

E_tot: -409.75077 Eh
E_LUMO: -2.8978 eV
total charge: +1
SMILES: NC1=N[N@@H+](N)N(N)C1

CARTESIAN COORDINATES (ANGSTROEM)
C 1.2912 -0.0205 -0.0621
C 0.3544 0.8952 0.6880
N 0.6112 -1.0130 -0.5599
N -1.0055 0.5947 0.3505
N 2.5559 0.1862 -0.1430
N -1.4845 1.3350 -0.6429
N -1.3704 -1.7606 0.6173
N -0.7738 -0.9239 -0.2524
H 0.4341 0.6469 1.7503
H 0.6390 1.9433 0.5414
H 3.0333 1.0879 0.2743
H 3.0433 -0.4693 -0.6371
H -0.8134 1.3812 -1.3952
H -2.4655 1.4753 -0.7605
H -0.6785 -2.3102 1.1392
H -1.9959 -2.3604 0.2511
H -1.3750 -0.6878 -1.1591

Which charges does natural (NBO) predict for the atoms? In e, they are:
1. C 0.454
2. C -0.353
3. N -0.407
4. N -0.074
5. N -0.728
6. N -0.655
7. N -0.596
8. N -0.010
9. H 0.259
10. H 0.254
11. H 0.449
12. H 0.423
13. H 0.357
14. H 0.416
15. H 0.394
16. H 0.387
17. H 0.431

Entry 2:
Density functional theory data (ωB97M-V/def2-TZVPD) for a molecular structure, C54H47N6O9STa in a non-equilibrium geometry.

E_tot: -3546.57696 Eh
E_LUMO: -6.1566 eV
total charge: +2

CARTESIAN COORDINATES (ANGSTROEM)
Ta -0.0380 0.3369 0.2587
C -6.3908 6.0670 -4.9426
O -5.6587 6.2248 -3.7280
C -4.8427 5.2282 -3.3470
C -4.6522 4.0480 -4.0611
C -3.7799 3.0832 -3.5735
C -3.0869 3.2716 -2.3867
C -3.2839 4.4657 -1.6838
C -4.1524 5.4279 -2.1486
C -2.1292 2.2656 -1.8616
C -2.5721 0.9948 -1.5405
C -3.9162 0.5606 -1.7278
C -4.0106 -0.6937 -1.2394
C -2.7273 -1.0507 -0.7330
N -1.8256 -0.0103 -0.9292
C -2.4774 -2.2343 -0.0655
C -1.2220 -2.5844 0.3926
C -0.9054 -3.8573 0.9442
C 0.4273 -3.8793 1.1781
C 0.9606 -2.6298 0.7532
C 2.3089 -2.3201 0.7221
C 3.2945 -3.2874 1.2724
C 4.1224 -2.8990 2.3321
C 5.0478 -3.7684 2.8662
C 5.1857 -5.0558 2.3395
O 6.1181 -5.8318 2.9164
C 6.3118 -7.1453 2.3923
C 4.3807 -5.4525 1.2745
C 3.4433 -4.5673 0.7553
C 2.7831 -1.1435 0.1685
N 2.0165 -0.0660 -0.2674
C 2.9493 0.8474 -0.7757
C 2.6772 2.0869 -1.3157
C 3.8083 2.9487 -1.7657
C 4.5545 2.6117 -2.8869
C 5.5978 3.4193 -3.3255
C 5.9091 4.5826 -2.6240
O 6.8955 5.4327 -2.9563
C 7.6957 5.1215 -4.0949
C 5.1684 4.9244 -1.4908
C 4.1300 4.1188 -1.0750
C 1.3885 2.5488 -1.5080
C 1.0755 3.7776 -2.1511
C -0.2715 3.8389 -2.2756
C -0.8051 2.6404 -1.7303
N 0.2218 1.8513 -1.2217
C 4.2663 0.3281 -0.6340
C 4.1630 -0.8926 -0.0673
N -0.0690 -1.8063 0.3049
C -3.5992 -3.1922 0.1563
C -4.1594 -3.9114 -0.8883
C -5.1886 -4.8202 -0.6663
C -5.6733 -5.0107 0.6252
O -6.6622 -5.8629 0.9475
C -7.2471 -6.6326 -0.1024
C -5.1211 -4.2839 1.6841
C -4.0953 -3.3935 1.4478
H -6.9776 6.9709 -5.0570
H -7.0573 5.2051 -4.8860
H -5.7175 5.9606 -5.7939
H -5.1647 3.8744 -4.9960
H -3.6214 2.1792 -4.1524
H -2.7598 4.6235 -0.7463
H -4.3188 6.3490 -1.6044
H -4.7005 1.1585 -2.1631
H -4.8797 -1.3312 -1.2082
H -1.6163 -4.6557 1.0914
H 1.0119 -4.6913 1.5798
H 4.0279 -1.8953 2.7357
H 5.6901 -3.4777 3.6886
H 7.1057 -7.5883 2.9814
H 6.6146 -7.1068 1.3450
H 5.4050 -7.7434 2.4943
H 4.4818 -6.4345 0.8364
H 2.8385 -4.8791 -0.0901
H 4.3129 1.7103 -3.4416
H 6.1506 3.1396 -4.2109
H 8.4327 5.9129 -4.1666
H 7.0923 5.1032 -5.0037
H 8.2027 4.1638 -3.9670
H 5.4327 5.8262 -0.9525
H 3.5680 4.3885 -0.1858
H 1.8083 4.4843 -2.5076
H -0.8537 4.6067 -2.7597
H 5.1619 0.8403 -0.9455
H 4.9581 -1.5845 0.1574
H -3.7812 -3.7758 -1.8966
H -5.5987 -5.3730 -1.4989
H -8.0055 -7.2493 0.3652
H -6.5020 -7.2708 -0.5802
H -7.7141 -5.9862 -0.8477
H -5.5228 -4.4363 2.6781
H -3.6803 -2.8207 2.2726
O 0.4578 4.6796 1.8373
C 0.3706 3.3910 2.1276
O 0.8145 2.5491 1.3689
C -0.2575 3.2470 3.5196
O -0.8950 2.0392 3.8513
C -2.1847 1.8077 3.2985
C -1.8612 1.2390 1.9495
O -1.5881 1.9886 0.9849
O -1.5869 -0.0093 1.8247
H 0.9120 4.7809 0.9833
H -0.9120 4.1062 3.6731
H 0.5799 3.3396 4.2124
H -2.7694 2.7251 3.2168
H -2.6854 1.0846 3.9330
C -0.9392 -2.6942 4.5377
N -0.4747 -1.6478 3.6365
C 0.7096 -1.0749 3.7184
N 1.5186 -1.4232 4.7209
S 1.3123 0.0910 2.6053
H -1.8831 -3.0767 4.1595
H -1.0984 -2.3171 5.5503
H -0.2283 -3.5221 4.5642
H -1.1147 -1.2525 2.9632
H 1.2101 -2.0136 5.4741
H 2.4305 -1.0047 4.7845

These are the Mulliken partial charges, in e, on atoms 1 to 99:
1. Ta 0.824
2. C -0.857
3. O -0.452
4. C 0.803
5. C -0.710
6. C -0.619
7. C -0.683
8. C -0.309
9. C -0.824
10. C 1.495
11. C 0.890
12. C -1.512
13. C -1.708
14. C 0.533
15. N -0.160
16. C 1.244
17. C 0.303
18. C -1.736
19. C -1.702
20. C 0.478
21. C 1.236
22. C -0.055
23. C -0.158
24. C -0.981
25. C 0.869
26. O -0.451
27. C -0.866
28. C -0.715
29. C -0.582
30. C 0.604
31. N -0.073
32. C 0.454
33. C 0.791
34. C -0.158
35. C -0.296
36. C -0.676
37. C 0.857
38. O -0.453
39. C -0.860
40. C -0.869
41. C -0.094
42. C 0.723
43. C -1.841
44. C -1.671
45. C 0.787
46. N 0.122
47. C -1.790
48. C -1.665
49. N 0.000
50. C -0.541
51. C -0.377
52. C -0.679
53. C 0.857
54. O -0.451
55. C -0.873
56. C -0.866
57. C -0.037
58. H 0.250
59. H 0.353
60. H 0.352
61. H 0.431
62. H 0.582
63. H 0.534
64. H 0.461
65. H 0.644
66. H 0.581
67. H 0.655
68. H 0.767
69. H 0.627
70. H 0.459
71. H 0.256
72. H 0.355
73. H 0.349
74. H 0.436
75. H 0.578
76. H 0.516
77. H 0.431
78. H 0.251
79. H 0.351
80. H 0.348
81. H 0.453
82. H 0.514
83. H 0.604
84. H 0.626
85. H 0.603
86. H 0.611
87. H 0.523
88. H 0.444
89. H 0.249
90. H 0.357
91. H 0.350
92. H 0.462
93. H 0.503
94. O -0.561
95. C 0.642
96. O 0.014
97. C -0.949
98. O -0.285
99. C -1.059

Entry 3:
Density functional theory data (ωB97M-V/def2-TZVPD) for a molecular structure, C5H13INO2 in a non-equilibrium geometry.

E_tot: -700.95420 Eh
E_LUMO: -3.2732 eV
total charge: +1

CARTESIAN COORDINATES (ANGSTROEM)
C -1.1364 1.6915 0.4345
C -0.6599 -1.4578 -0.2444
C 0.1370 0.8734 0.8265
C 0.2896 -0.3700 -0.0082
C 1.8363 -1.0900 0.3112
N 0.5882 0.2462 -1.3634
O 1.7196 -1.5766 1.5310
O 2.2261 -1.9461 -0.7122
I 3.4699 0.3814 -0.0555
H -1.2398 2.5868 0.9705
H -2.0582 1.1773 0.6512
H -1.0073 1.9120 -0.6104
H -1.5975 -0.9448 -0.7239
H -1.0506 -2.0505 0.5475
H -0.1584 -2.2029 -0.9350
H 1.0457 1.4119 0.8064
H 0.0266 0.5273 1.9154
H 1.3863 0.9043 -1.2270
H -0.2521 0.8741 -1.5927
H 0.9123 -0.3141 -2.1528
H 2.6359 -1.8913 1.8248
H 2.1023 -2.9309 -0.5572

Which charges does natural (NBO) predict for the atoms? In e, they are:
1. C -0.591
2. C -0.668
3. C -0.465
4. C 0.138
5. C 0.515
6. N -0.759
7. O -0.692
8. O -0.777
9. I 0.044
10. H 0.252
11. H 0.233
12. H 0.159
13. H 0.234
14. H 0.272
15. H 0.239
16. H 0.236
17. H 0.260
18. H 0.447
19. H 0.444
20. H 0.456
21. H 0.512
22. H 0.514

Entry 4:
Density functional theory data (ωB97M-V/def2-TZVPD) for 2 unconnected molecules or ions with the total composition C6H6BrCl2N in a non-equilibrium geometry.

E_tot: -3781.23084 Eh
E_LUMO: 0.5711 eV
total charge: 0
SMILES: C=C(Cl)N/C=C\Br.C#CCl

CARTESIAN COORDINATES (ANGSTROEM)
C 0.1248 -3.1213 -1.4804
C -0.0948 1.5734 2.6763
C -0.1811 0.7718 -1.0450
C -0.3783 -2.7291 -0.4465
C -0.5375 1.3351 1.4238
C 0.5468 0.3062 -2.0530
N 0.1711 1.0537 0.2188
Cl -1.1289 -2.1512 0.9657
Cl -2.3380 1.3763 1.1538
Br 2.3831 -0.1214 -1.7765
H 0.9899 -3.3252 -1.9938
H 1.1666 0.9380 0.3437
H -0.7477 1.4939 3.5343
H 0.9822 1.4478 2.8284
H -1.2605 0.8735 -1.2014
H 0.3021 0.2788 -3.1482

Which charges does natural (NBO) predict for the atoms? In e, they are:
1. C -0.259
2. C -0.513
3. C -0.013
4. C -0.082
5. C 0.229
6. C -0.369
7. N -0.616
8. Cl 0.105
9. Cl -0.053
10. Br -0.010
11. H 0.236
12. H 0.410
13. H 0.240
14. H 0.214
15. H 0.232
16. H 0.249

Entry 5:
Density functional theory data (ωB97M-V/def2-TZVPD) for C4H9NOS in the gas phase in a non-equilibrium geometry.

E_tot: -685.90029 Eh
E_LUMO: 0.2252 eV
total charge: 0
SMILES: C[C@@H](CS)NC=O

CARTESIAN COORDINATES (ANGSTROEM)
O -1.2143 -2.4426 1.4542
C -1.3703 -1.2562 1.8178
N -0.6273 -0.1995 1.4590
C -0.1543 -0.0369 0.1357
C 1.1585 0.8485 0.0768
S 1.6535 1.1897 -1.7759
C -1.3552 0.1566 -0.8283
H -2.2238 -1.1669 2.5066
H -0.4958 0.5389 2.1424
H 0.0926 -1.0356 -0.2854
H 2.1704 0.4444 0.3979
H 1.0610 1.9036 0.3518
H 2.2915 2.2379 -2.4318
H -2.1239 0.9368 -0.6339
H -0.7931 0.4773 -1.7416
H -2.0021 -0.7065 -0.9505

Which charges does natural (NBO) predict for the atoms? In e, they are:
1. O -0.597
2. C 0.513
3. N -0.639
4. C -0.089
5. C -0.424
6. S -0.248
7. C -0.639
8. H 0.131
9. H 0.406
10. H 0.236
11. H 0.255
12. H 0.222
13. H 0.197
14. H 0.204
15. H 0.240
16. H 0.230

Entry 6:
Density functional theory data (ωB97M-V/def2-TZVPD) for C16H20N2O5 in the gas phase.

E_tot: -1107.44532 Eh
E_LUMO: 0.5337 eV
total charge: 0
SMILES: CCC1(c2ccccc2)C(=O)N(COC)C(=O)N(COC)C1=O

CARTESIAN COORDINATES (ANGSTROEM)
C -0.2710 -0.6585 -3.3144
H 0.2770 0.2766 -3.3958
H 0.4180 -1.4569 -3.0510
H -0.7012 -0.8878 -4.2860
C -1.3859 -0.5421 -2.2814
H -1.9255 -1.4885 -2.2152
H -2.0851 0.2369 -2.5874
C -0.8721 -0.1939 -0.8714
C -0.1751 1.1552 -0.8545
O -0.3240 2.0058 -1.6904
N 0.5585 1.3845 0.2950
C 0.8749 0.4062 1.2256
O 1.2616 0.6654 2.3335
N 0.7760 -0.9017 0.7610
C 0.0412 -1.2797 -0.3460
O 0.0914 -2.4017 -0.7823
C 1.5971 -1.8979 1.4566
O 2.9362 -1.8026 1.1179
C 3.2530 -2.2512 -0.1859
H 2.8514 -1.5818 -0.9543
H 4.3391 -2.2582 -0.2468
H 2.8631 -3.2587 -0.3586
H 1.1778 -2.8817 1.2059
H 1.5326 -1.6958 2.5285
C 1.1357 2.7188 0.5044
O 2.3879 2.8511 -0.0655
C 3.4349 2.1787 0.6072
H 4.3574 2.5253 0.1464
H 3.4358 2.4221 1.6741
H 3.3634 1.0915 0.4973
H 0.4874 3.4349 -0.0059
H 1.1517 2.8907 1.5894
C -2.0629 -0.0526 0.0798
C -2.8520 1.0908 0.0206
C -3.9456 1.2313 0.8558
C -4.2674 0.2311 1.7571
C -3.4948 -0.9151 1.8099
C -2.3986 -1.0588 0.9764
H -1.8181 -1.9680 1.0218
H -3.7433 -1.7063 2.5010
H -5.1193 0.3421 2.4106
H -4.5472 2.1259 0.7998
H -2.6141 1.8746 -0.6828

Which charges does natural (NBO) predict for the atoms? In e, they are:
1. C -0.623
2. H 0.217
3. H 0.214
4. H 0.217
5. C -0.358
6. H 0.224
7. H 0.222
8. C -0.307
9. C 0.748
10. O -0.565
11. N -0.528
12. C 0.840
13. O -0.576
14. N -0.533
15. C 0.753
16. O -0.579
17. C 0.092
18. O -0.525
19. C -0.255
20. H 0.168
21. H 0.198
22. H 0.181
23. H 0.195
24. H 0.220
25. C 0.094
26. O -0.520
27. C -0.256
28. H 0.197
29. H 0.179
30. H 0.170
31. H 0.217
32. H 0.196
33. C -0.011
34. C -0.163
35. C -0.214
36. C -0.206
37. C -0.197
38. C -0.215
39. H 0.218
40. H 0.217
41. H 0.217
42. H 0.217
43. H 0.221